The following is a quantum chemistry calculation of 2 unconnected molecules or ions with the total composition C12H12 at a distorted geometry, from OMol25.

## Properties
**Relative energy (zero: lowest compared OMol25 entry of this formula, charge and spin)**: 446.91 kJ/mol
**SMILES**: c1ccccc1.c1ccccc1
**Frontier orbital gap**: 9.84 eV
**Spin multiplicity**: 1
**E_HOMO**: -8.96 eV

Last column: natural (NBO) charge in e.
Cartesian coordinates (Å):
1 C 3.028 0.299 -1.266  -0.16
2 C 3.404 -0.365 1.411  -0.28
3 C -3.721 -1.305 0.063  -0.21
4 C -4.508 -0.190 0.283  -0.20
5 C 2.998 -1.272 0.389  -0.17
6 C 3.352 1.313 -0.460  -0.29
7 C 2.613 -0.978 -0.898  -0.26
8 C -2.278 -1.103 -0.131  -0.23
9 C -4.189 1.169 0.046  -0.22
10 C 3.460 0.876 0.835  -0.16
11 C -1.904 0.227 -0.049  -0.21
12 C -2.906 1.334 0.120  -0.20
13 H -5.529 -0.510 0.343  0.20
14 H 3.733 -0.248 2.578  0.26
15 H 4.045 1.612 1.631  0.18
16 H -2.527 2.321 -0.171  0.20
17 H 3.254 -2.340 0.595  0.20
18 H 3.388 2.349 -0.887  0.24
19 H -4.908 1.910 -0.044  0.22
20 H -1.472 -1.816 -0.371  0.23
21 H 2.572 -1.821 -1.642  0.23
22 H -4.165 -2.263 -0.094  0.21
23 H -0.802 0.479 0.144  0.22
24 H 3.062 0.321 -2.426  0.20

Cartesian forces (eV/Å) of the 2 atoms listed first:
-2.044 -1.703 -6.142
-0.305 1.205 -0.443